# 1
Density functional theory data (ωB97M-V/def2-TZVPD) for C42H58As8F48N8O2 as an isolated structure at a distorted geometry.

Frontier orbital gap ... 0.064 Eh

ORCA input file:
```
! wB97M-V def2-TZVPD RIJCOSX def2/J DEFGRID3
* xyz 0 1
C 5.47719 -12.49864 -2.66705
C 4.69507 -11.23744 -2.18716
O 5.23822 -10.09617 -2.00260
N 3.17943 -11.38581 -2.08614
H 2.69321 -10.80437 -2.75371
H 2.79501 -12.29671 -2.29248
C 2.71308 -10.93012 -0.74707
H 5.99112 -12.27247 -3.60130
H 4.82002 -13.35002 -2.84418
H 6.23781 -12.74223 -1.92527
H 3.19600 -11.48202 0.05935
H 1.65159 -11.16777 -0.81703
H 2.81522 -9.84514 -0.72509
C 6.14645 2.23074 4.98423
C 7.47290 2.74502 5.22396
O 8.39103 2.30149 4.64534
N 7.69109 3.86992 6.26406
H 8.56297 4.33966 6.06590
H 7.01828 4.62239 6.29900
C 7.82837 3.17179 7.62841
H 5.38580 3.00338 4.87230
H 5.88380 1.49699 5.74628
H 6.02756 1.64939 4.06990
H 8.58048 2.38970 7.52457
H 6.86909 2.83187 8.01873
H 8.20080 4.02704 8.19227
C -3.16782 1.19614 3.65545
N -2.23192 0.43671 2.72987
C -1.39404 1.13958 1.97269
C -0.60324 0.53235 1.01389
C -0.63576 -0.86973 0.87555
C -1.46776 -1.60064 1.66925
C -2.32468 -0.92932 2.62696
C 0.21679 -1.55548 -0.19424
C -0.28039 -2.66474 -0.92313
C 0.52300 -3.31083 -1.82872
N 1.78828 -2.80306 -2.02984
C 2.30766 -1.77895 -1.30256
C 1.55430 -1.13293 -0.37010
C 2.75768 -3.57061 -2.81051
H -4.14757 1.16869 3.17856
H -2.81640 2.22155 3.77011
H -3.08161 0.68957 4.61673
H -1.34418 2.21602 2.04476
H 0.03298 1.14926 0.39660
H -1.43229 -2.67992 1.68670
H -3.00054 -1.47120 3.27192
H -1.28632 -2.96008 -0.66377
H 0.26516 -4.22775 -2.33779
H 3.36235 -1.54960 -1.34024
H 1.90740 -0.37166 0.30973
H 3.63207 -3.72369 -2.17796
H 3.05204 -3.02645 -3.70792
H 2.37519 -4.51373 -3.20081
C -0.42056 6.18867 13.61864
N -0.32029 6.91136 12.34267
C 0.58731 6.51020 11.38827
C 0.65163 7.18290 10.17485
C -0.30416 8.17987 9.85582
C -1.30087 8.45570 10.79594
C -1.23337 7.89451 12.09960
C -0.33841 8.92777 8.57194
C -0.45927 10.33970 8.64464
C -0.30703 11.09885 7.47239
N -0.24805 10.55381 6.27644
C -0.10280 9.21561 6.15340
C -0.07525 8.36407 7.29217
C -0.23698 11.29479 4.97916
H 0.26001 5.33862 13.57039
H -1.41527 5.74692 13.67801
H -0.23882 6.90043 14.42391
H 1.24147 5.68632 11.63260
H 1.40061 7.00633 9.41705
H -2.07360 9.19112 10.62718
H -1.95567 8.14448 12.86262
H -0.46434 10.79023 9.62616
H -0.44013 12.17036 7.49585
H 0.03211 8.90143 5.12895
H 0.18190 7.32640 7.13874
H -1.07473 10.89591 4.40720
H 0.74715 11.24599 4.51311
H -0.50754 12.34680 5.06961
C -0.65082 -7.16470 -20.34626
N -0.88091 -6.83088 -18.92038
C -1.99599 -7.31903 -18.29815
C -2.10532 -7.15840 -16.89716
C -1.12587 -6.46312 -16.18627
C -0.03512 -5.95076 -16.88890
C 0.11522 -6.20147 -18.26581
C -1.10917 -6.23355 -14.74384
C -1.50842 -7.20727 -13.81882
C -1.57975 -7.02697 -12.45156
N -1.25548 -5.79424 -11.93665
C -0.89383 -4.80934 -12.75623
C -0.71753 -4.96169 -14.16407
C -1.48517 -5.51610 -10.53602
H -0.15814 -6.29658 -20.78416
H -1.58021 -7.51821 -20.79275
H 0.09910 -7.95147 -20.26445
H -2.82179 -7.70759 -18.87561
H -3.02412 -7.50895 -16.45070
H 0.71694 -5.37799 -16.36664
H 0.97699 -5.78349 -18.76485
H -1.78772 -8.12362 -14.31751
H -1.87953 -7.78534 -11.74346
H -0.70847 -3.81356 -12.38143
H -0.35292 -4.09952 -14.70270
H -0.70173 -4.82550 -10.22396
H -1.34550 -6.45077 -9.99290
H -2.48838 -5.13895 -10.33743
As -1.16747 1.36171 -5.99330
F -1.62899 0.12555 -7.20369
F 0.14285 0.18273 -5.44281
F -0.74314 2.49535 -4.62799
F -2.50277 2.42046 -6.54276
F -2.36264 0.48901 -4.85119
F -0.04989 2.12788 -7.16817
As -6.21962 8.52426 1.83141
F -5.59999 8.78856 3.52499
F -7.57134 9.68311 2.03995
F -6.71226 8.13494 0.17520
F -4.87745 7.34558 1.54292
F -7.21729 7.19319 2.47577
F -5.23018 9.88161 1.17075
As -6.96271 4.53305 12.38644
F -5.42744 3.92847 13.02287
F -6.91322 6.04297 13.36624
F -8.60732 5.15418 11.82690
F -7.05767 3.09861 11.36563
F -7.89297 3.63303 13.70840
F -6.16384 5.41706 11.04811
As 4.88064 6.40674 0.38762
F 5.89899 4.93742 0.04980
F 6.30842 7.34995 -0.02123
F 3.93665 7.85421 0.70312
F 3.56682 5.28886 0.89130
F 5.38744 6.51455 2.12961
F 4.22691 6.40968 -1.32304
As 10.48211 -2.43125 -3.62500
F 9.34865 -2.24342 -2.22050
F 9.07070 -2.58457 -4.76707
F 11.61872 -2.71383 -4.95021
F 11.84216 -2.33634 -2.50586
F 10.37676 -4.19968 -3.31631
F 10.49527 -0.65886 -3.84385
As 0.22981 0.23315 8.60996
F -1.30689 -0.58689 8.27127
F -0.43923 1.86823 8.20321
F 1.84491 1.03238 8.92023
F 1.10426 -1.33339 9.02124
F 0.73209 0.05692 6.85171
F -0.32053 0.34608 10.29746
As -5.39960 -7.24514 -0.34831
F -5.25956 -8.96507 -0.02803
F -4.02214 -7.46749 -1.44477
F -5.51314 -5.59278 -0.84817
F -6.76159 -7.03612 0.74583
F -4.17421 -6.96049 0.95220
F -6.56519 -7.75643 -1.65544
As -10.36842 0.11545 2.01589
F -9.20299 1.43732 1.76725
F -9.57539 -0.04869 3.58236
F -11.36044 -1.28433 2.40526
F -11.09436 0.43750 0.40307
F -9.12215 -1.05067 1.34573
F -11.52357 1.27565 2.76289
*
```

***

# 2
Density functional theory data (ωB97M-V/def2-TZVPD) for a 5-piece molecular cluster, C6H24N2O4 overall at a distorted geometry.

Frontier orbital gap (spin up / spin down) ... 0.392 / 0.163 Eh

ORCA input file:
```
! wB97M-V def2-TZVPD RIJCOSX def2/J DEFGRID3
* xyz 1 2
C 1.19143 1.10116 -1.03250
N -0.26220 0.96122 -1.54149
C -1.22284 1.51198 -0.65689
C -1.17485 3.13285 -0.68085
C 1.97601 -0.22298 -1.22451
N 1.75635 -1.36769 -0.27842
C 2.60271 -1.34910 0.94324
C 1.73325 -1.52907 2.15911
H 1.57752 2.08334 -1.39770
H 1.19075 1.16955 0.00666
H -0.37809 1.34542 -2.46105
H -2.22284 1.22569 -1.07284
H -1.01632 1.26243 0.39708
H -1.89428 3.61418 -1.42175
H -0.12197 3.27657 -0.97175
H -1.60498 3.51129 0.21508
H 1.76108 -0.66644 -2.20001
H 3.02014 0.02296 -1.13284
H 0.74269 -1.43155 0.03290
H 3.20192 -2.28489 0.84112
H 3.39279 -0.51458 1.02001
H 1.53416 -2.59131 2.31647
H 0.76918 -1.05049 2.19067
H 2.31711 -1.17077 2.96081
H -2.07809 -2.22342 -0.41298
H -3.50114 -1.65166 -0.76317
O -3.00662 -2.02056 0.00857
H -1.93979 -0.56484 1.08296
H -2.53252 -1.29302 2.30315
O -2.30308 -0.41905 2.01603
H -0.90956 -0.91930 -1.73747
H -2.06242 -0.50469 -2.57213
O -1.74978 -1.22735 -2.11964
H 1.31816 1.27575 2.67816
H 2.37161 1.24966 1.50088
O 1.55595 1.64275 1.88149
*
```

***

# 3
Density functional theory data (ωB97M-V/def2-TZVPD) for a 2-piece molecular cluster, CHCl2NO2 overall at a distorted geometry.

Frontier orbital gap ... 0.356 Eh
SMILES string ... ClNCl.O=C=O

ORCA input file:
```
! wB97M-V def2-TZVPD RIJCOSX def2/J DEFGRID3
* xyz 0 1
Cl -1.97129 0.65826 0.95853
N -1.25251 0.07091 -0.52453
Cl -2.23823 0.61474 -1.91188
H -1.17055 -0.91242 -0.75418
O 2.21258 0.80336 1.37109
C 2.21235 -0.15822 0.76697
O 2.20765 -1.07663 0.09400
*
```

***

# 4
Density functional theory data (ωB97M-V/def2-TZVPD) for a 2-piece molecular cluster, C2H9N2O overall at a distorted geometry.

Frontier orbital gap ... 0.244 Eh

ORCA input file:
```
! wB97M-V def2-TZVPD RIJCOSX def2/J DEFGRID3
* xyz 1 1
C -1.22365 0.10144 1.25479
C -0.39693 0.37206 0.12658
N 1.06572 0.04528 0.35856
N -1.70474 -1.18789 1.38443
H -1.40002 0.65485 2.18170
H -0.65169 -0.33867 -0.65156
H 1.19411 -0.83280 0.85359
H 1.52950 0.75836 0.92338
H -0.26405 1.39260 -0.21907
H -2.70993 -1.10029 1.57238
H -1.26133 -1.59036 2.21805
H 2.32386 0.35710 -3.94584
H 1.88694 1.06505 -2.76433
O 1.61220 0.30327 -3.29265
*
```

***

# 5
Density functional theory data (ωB97M-V/def2-TZVPD) for C4H6O3Sr as an isolated structure at a distorted geometry.

Frontier orbital gap ... 0.314 Eh

ORCA input file:
```
! wB97M-V def2-TZVPD RIJCOSX def2/J DEFGRID3
* xyz 2 1
C 1.61641 -0.31867 3.35641
C 1.61461 -0.70741 2.20664
H 1.53424 -0.13879 4.41819
H 1.30689 -0.47587 0.18971
H 1.80793 -1.83345 2.30129
Sr 1.89779 -0.60701 -3.43116
O -0.36600 -0.16943 -2.58415
C -0.03547 0.12881 -1.42556
O 1.12592 -0.34328 -1.03009
O -0.76858 0.75988 -0.57500
C -2.18698 0.89774 -0.82517
H -2.59171 1.33513 0.08945
H -2.33154 1.56108 -1.68286
H -2.62351 -0.08874 -1.00769
*
```

***

# 6
Density functional theory data (ωB97M-V/def2-TZVPD) for C37H38CsN4O7 as an isolated structure at a distorted geometry.

Frontier orbital gap ... 0.205 Eh

ORCA input file:
```
! wB97M-V def2-TZVPD RIJCOSX def2/J DEFGRID3
* xyz -1 1
Cs -0.46926 -1.48903 0.96845
O 1.18650 -1.09131 3.72003
C 2.47086 -1.42206 4.18281
C 3.51798 -1.37403 3.08708
C 4.87353 -1.36138 3.40164
C 5.79328 -1.34715 2.37255
C 5.34159 -1.34347 1.06134
C 3.97522 -1.35648 0.83988
N 3.08016 -1.37243 1.83141
H 0.99243 -1.65984 2.96516
H 2.49498 -2.41592 4.63579
H 2.72645 -0.70681 4.96313
H 5.19443 -1.35561 4.44009
H 6.85406 -1.33235 2.58889
H 6.03223 -1.32587 0.22842
H 3.56424 -1.33828 -0.16753
C -2.33789 2.92092 -2.13474
O -1.40020 3.50904 -3.04850
C -0.77963 4.64380 -2.62424
C -1.13229 5.80048 -3.31230
C -0.58908 7.03715 -3.01425
C 0.33614 7.11684 -1.98152
C 0.71741 5.97098 -1.30853
C 0.20298 4.69663 -1.60684
N 0.70197 3.66135 -0.79965
C 0.69707 2.25126 -0.85136
N 0.79909 1.74990 -2.09697
C 0.65164 0.42118 -2.64862
C 0.30248 -0.70483 -1.90623
C 0.22340 -1.87692 -2.68711
C 0.44031 -1.94104 -4.06055
C 0.77510 -0.78123 -4.75328
C 0.88338 0.39414 -4.03307
O 1.24985 1.58057 -4.63890
C 0.66489 1.82631 -5.90658
N 0.71762 1.57036 0.24865
C 0.63536 2.18843 1.50158
C 1.64524 1.92819 2.42972
C 1.64512 2.48090 3.70778
C 0.60493 3.30214 4.10265
C -0.44454 3.55197 3.21822
C -0.43955 2.99582 1.94321
O -1.47098 3.14376 1.07586
C -2.57848 3.90646 1.51233
H -2.61041 1.95359 -2.54846
H -3.22508 3.55524 -2.05629
H -1.91489 2.76980 -1.14301
H -1.87513 5.69038 -4.09584
H -0.89188 7.91996 -3.56603
H 0.77698 8.06899 -1.70784
H 1.46309 6.03639 -0.52037
H 1.08056 3.98634 0.06983
H 0.91843 2.43566 -2.81647
H -0.02580 -2.82263 -2.19214
H 0.35517 -2.88015 -4.59952
H 0.95810 -0.79567 -5.82103
H 0.74912 2.89453 -6.10288
H -0.38951 1.54168 -5.91245
H 1.17991 1.28168 -6.70213
H 2.43881 1.26093 2.10917
H 2.45398 2.25318 4.39570
H 0.58254 3.73441 5.09728
H -1.27110 4.17011 3.54109
H -3.30231 3.88663 0.70193
H -2.29920 4.94418 1.71281
H -3.03462 3.48039 2.40957
C -0.55810 -8.81339 0.86561
O -1.91061 -8.42207 0.72557
C -2.15341 -7.10718 0.93386
C -3.51118 -6.72157 0.84197
C -3.81577 -5.39912 1.02171
C -2.84765 -4.41086 1.31818
C -3.22552 -3.01919 1.53659
C -4.50700 -2.48167 0.91736
O -2.52735 -2.20784 2.14547
C -1.45018 -4.80289 1.40521
O -0.50670 -3.98766 1.59776
C -1.16375 -6.20218 1.19568
H -0.53318 -9.89216 0.74757
H -0.16366 -8.54790 1.85035
H 0.07367 -8.35168 0.10201
H -4.26980 -7.46963 0.64141
H -4.86032 -5.11961 0.96762
H -5.31377 -3.21063 0.84260
H -4.26695 -2.14915 -0.09800
H -4.83691 -1.61929 1.49247
H -0.11866 -6.48250 1.25019
*
```

***

# 7
Density functional theory data (ωB97M-V/def2-TZVPD) for a 2-piece molecular cluster, C4H9O2 overall at a distorted geometry.

Frontier orbital gap ... 0.265 Eh

ORCA input file:
```
! wB97M-V def2-TZVPD RIJCOSX def2/J DEFGRID3
* xyz -1 1
C 2.11826 -0.94134 -0.18776
C 1.90912 -0.57913 -1.77912
O 0.87522 -1.02808 -2.27836
O 2.80759 0.22448 -2.13591
H 1.77041 -1.94978 0.04707
H 1.41727 -0.23575 0.25927
H 3.13691 -0.61017 -0.01773
C -1.51440 0.40001 0.06626
C -1.98267 0.86100 1.47456
H -0.80444 1.10310 -0.37869
H -0.93216 -0.51873 0.00464
H -2.42262 0.26558 -0.50248
H -1.35170 1.62575 1.92570
H -2.07038 0.06604 2.20723
H -2.95642 1.31702 1.29532
*
```

***

# 8
Density functional theory data (ωB97M-V/def2-TZVPD) for an isolated molecule of C23H36N2O4 at a distorted geometry.

Frontier orbital gap ... 0.293 Eh
SMILES string ... CNCC1=C(N=C=O)C(=O)C(CCCCCCCCCOC)=C(CC(C)C)C1=O

ORCA input file:
```
! wB97M-V def2-TZVPD RIJCOSX def2/J DEFGRID3
* xyz 0 1
C 5.98614 -1.50770 -0.35828
N 5.74409 -0.03072 -0.08260
C 4.87071 0.58066 -1.13237
C 3.52309 1.26858 -0.54243
C 3.51206 2.10795 0.61625
N 4.73887 2.44529 1.39560
C 5.35239 3.38267 0.67777
O 6.26792 4.11769 0.24251
C 2.09318 2.72737 1.10234
O 2.06866 3.84483 1.72079
C 0.71193 1.94196 0.75377
C -0.50855 2.15865 1.77103
C -1.83945 2.79362 1.10796
C -3.14094 2.14803 1.87426
C -4.15132 1.41999 0.84438
C -4.52479 -0.10304 1.21781
C -3.26810 -1.03830 1.61789
C -3.27400 -2.31936 0.63728
C -1.82519 -2.97742 0.36530
C -1.50992 -4.30935 1.21884
O -0.17485 -4.26746 1.83171
C 0.85964 -4.21313 0.82268
C 0.69419 1.12233 -0.42623
C -0.61917 0.30991 -0.85221
C -1.23917 0.70691 -2.29015
C -1.11239 -0.49269 -3.39684
C -0.70430 2.09477 -2.90924
C 2.08244 1.03348 -1.26434
O 2.13552 0.74086 -2.50200
H 7.04317 -1.83028 0.00806
H 5.20877 -2.16886 0.19587
H 5.99188 -1.73041 -1.49985
H 5.31172 -0.00994 0.85404
H 4.50475 -0.18944 -1.92237
H 5.47479 1.41801 -1.66585
H -0.15919 2.91554 2.58369
H -0.75738 1.18888 2.35876
H -1.78999 3.93689 1.32088
H -1.89818 2.68653 -0.03441
H -3.71451 3.07224 2.29257
H -2.85183 1.52123 2.79232
H -3.71228 1.53987 -0.21872
H -5.15373 2.01266 0.84891
H -5.29830 -0.13836 2.07656
H -5.07691 -0.53809 0.28871
H -3.49608 -1.44371 2.68591
H -2.26346 -0.49211 1.69748
H -3.93074 -3.12743 1.16033
H -3.76056 -2.13405 -0.39102
H -1.75995 -3.28672 -0.75612
H -1.00965 -2.20774 0.60251
H -2.30807 -4.47885 2.04634
H -1.49434 -5.25429 0.53531
H 0.93019 -3.17597 0.29738
H 0.74152 -4.98815 -0.02524
H 1.90234 -4.38509 1.29914
H -1.45864 0.38477 -0.07625
H -0.32628 -0.81285 -0.90208
H -2.38546 0.84304 -2.12856
H -2.09459 -1.11056 -3.39264
H -1.07957 0.04426 -4.42129
H -0.17771 -1.13733 -3.24588
H 0.18263 1.95479 -3.63698
H -1.57137 2.51157 -3.56854
H -0.51160 2.92348 -2.12046
*
```

***

# 9
Density functional theory data (ωB97M-V/def2-TZVPD) for an isolated ion of composition C8H16N3 and charge +1 at a distorted geometry.

Frontier orbital gap (spin up / spin down) ... 0.272 / 0.272 Eh

ORCA input file:
```
! wB97M-V def2-TZVPD RIJCOSX def2/J DEFGRID3
* xyz 1 1
C 0.82299 -3.15464 0.62330
C 0.20941 -2.51044 -0.64688
C 1.47241 -2.00909 1.39645
C -0.82581 -1.42121 -0.37370
C 0.41083 -0.99483 1.81100
C 0.27490 2.86947 -0.91963
C -2.00337 3.63153 -1.40246
C -0.17061 -0.48852 0.54348
N -0.77455 3.93918 -1.20324
N -0.38283 1.65066 -0.84758
N 0.06801 0.78019 0.13814
H 0.11377 -3.62223 1.35619
H 1.46161 -4.02477 0.26245
H 1.04263 -2.04900 -1.12996
H -0.28694 -3.26847 -1.20058
H 1.97456 -2.24999 2.35549
H 2.17333 -1.63093 0.73714
H -1.22113 -0.98718 -1.28697
H -1.56307 -2.02862 -0.01421
H -0.47387 -1.48264 2.47909
H 0.86178 -0.27503 2.40303
H 0.83607 3.09522 -1.83485
H 0.76454 3.21844 0.01877
H -2.29789 2.57200 -1.25121
H -2.71776 4.36860 -1.55404
H -0.40390 4.82269 -1.29904
H 0.63488 1.24960 0.83983
*
```

***

Short version: DFT total energy = -24903.5859; -653.0435; -1164.2729; -265.9710; -411.7530; -2198.5271; -308.3221; -1308.1160; -478.3206 Eh, in the order given.
Short version: energy above the lowest of the compared OMol25 structures with the same formula, charge and spin = 0.0; 35.3; 9.2; 113.4; 0.0; 35.8; 14.3; 239.7; 84.4 kcal/mol, in the order given.